No. 1
{
  "formula": "C14H48N8O10",
  "method": "the ωB97M-V functional and the def2-TZVPD basis",
  "elements": ["O", "C", "H", "H", "H", "H", "H", "C", "H", "H", "C", "H", "H", "N", "N", "H", "C", "C", "N", "H", "H", "O", "H", "C", "H", "H", "H", "O", "C", "C", "H", "H", "H", "O", "C", "H", "O", "N", "H", "H", "H", "N", "N", "H", "H", "H", "H", "H", "H", "C", "H", "H", "C", "H", "H", "O", "H", "C", "H", "C", "N", "C", "H", "O", "H", "H", "H", "H", "H", "O", "H", "H", "H", "H", "N", "H", "O", "H", "H", "O"],
  "xyz": [[-3.95291, -1.49493, -0.13960], [2.36535, 1.48139, -2.93206], [3.43000, 0.17130, 1.92492], [-5.42108, 0.56062, -3.60815], [-0.84785, -0.76741, -1.69855], [-0.72844, -1.36093, 3.49184], [-2.97858, -0.82011, -2.58336], [2.36054, -2.74997, 2.66778], [-5.65304, -0.03968, 2.37217], [1.93965, 3.42454, 2.30314], [4.32871, -1.63776, -1.00869], [3.20672, -3.38490, 2.33801], [1.58497, -0.25196, 0.77963], [1.19111, 1.98026, -2.94239], [0.84501, -0.21960, 0.01197], [0.34276, 0.50153, -3.25326], [0.82564, -1.38472, -3.27489], [3.47646, 2.59249, 1.06669], [3.20970, 1.66845, -3.90057], [3.63585, 3.56006, 0.67393], [1.75912, -2.93623, 1.82169], [-0.57072, -1.27026, 1.57583], [3.40367, -1.71855, -0.39494], [-1.23578, 2.54425, -1.27466], [1.43148, -1.32564, -2.42336], [5.31521, 2.02121, 0.67214], [-4.85486, 2.39342, -2.85291], [-0.14060, -0.31087, -3.06082], [-1.42494, -2.50716, 4.81622], [-3.37369, -0.24132, -3.40910], [0.33989, -2.34192, -3.24201], [0.06829, 1.44028, -0.13399], [1.15614, -0.02755, -0.96392], [-0.61807, -1.45806, 4.44865], [-4.40291, -0.54617, 0.76381], [-4.17261, 1.38186, 1.43468], [-4.20496, 1.74123, -2.63177], [-0.10378, 2.34643, -0.65265], [-1.13157, -2.75620, 5.78267], [1.51829, -1.36576, -4.04632], [1.59840, -0.86056, 3.24534], [-5.42392, -0.72464, 1.57648], [-1.12627, -0.93152, -0.66435], [0.85774, 2.70827, -3.56408], [-3.21456, -1.41299, 3.83767], [4.89140, -2.61567, -0.95447], [2.85005, 2.09616, 0.34237], [-3.53473, -2.99897, 4.58905], [-2.88437, 1.48234, -1.70598], [2.74515, 2.71490, 2.40297], [2.78823, 1.76199, -4.84969], [-1.56241, 0.55002, -0.88490], [-0.31564, -0.83497, 0.32098], [0.52006, 3.17305, -0.48344], [3.33818, -1.06683, 3.59557], [2.79615, 0.84915, -1.79768], [-3.23300, 0.90540, 0.06102], [-2.93360, -2.10537, 4.64097], [4.50346, 0.31102, -1.01868], [-4.66958, 0.47837, -2.86966], [-3.93632, 0.67040, 0.71894], [2.54270, -1.21373, 2.92933], [-1.92826, -1.49533, -0.38989], [4.63698, 1.81514, 1.32821], [3.96492, -1.53352, -2.06502], [2.26111, 1.80337, 2.75187], [-5.93171, -1.55794, 1.54651], [4.07495, 1.06644, -3.79466], [-2.56278, 0.29982, -3.80703], [2.85270, -0.59627, 1.78507], [1.85754, -3.18868, 3.58863], [0.76496, 2.03214, -1.93375], [3.31010, 2.97228, 3.31736], [-3.66536, -1.03126, -4.14587], [-2.01485, 1.48641, -1.10876], [-3.28933, -1.65351, 5.58228], [-1.56689, 3.65203, -2.09590], [-5.04334, 0.01557, -1.94613], [-1.35617, -3.44671, 4.18704], [5.12014, -0.46747, -0.78552]],
  "spin_multiplicity": 1,
  "e_homo_ev": -9.1,
  "de_lowest_kcal_mol": 118.7,
  "e_tot_ev": -47689.1388,
  "gap_ev": 9.168,
  "smiles": "NC(N)=O.NC(N)=O.NC(N)=O.NC(N)=O.CCO.CCO.CCO.CCO.CO.CO"
}

No. 2
{
  "formula": "C6H15N",
  "method": "the ωB97M-V functional and the def2-TZVPD basis",
  "elements": ["H", "H", "C", "H", "H", "C", "H", "H", "C", "H", "H", "H", "H", "H", "H", "H", "H", "C", "C", "H", "C", "N"],
  "xyz": [[-1.09161, -1.58348, 0.45026], [1.62608, -2.61019, 0.47312], [0.64698, 1.11603, 1.98292], [-1.71728, 0.89074, -1.08461], [-1.45128, 0.54915, 1.28179], [-0.02649, -1.38253, 0.13135], [0.04594, -1.85496, -0.86201], [-0.92746, 1.43843, -3.19012], [0.94696, -1.99547, 1.15765], [-1.28917, -0.77782, -1.82907], [0.41511, 0.39676, 2.74001], [0.31346, 0.42643, -3.33527], [0.62629, 2.10086, 2.59397], [1.41074, -1.24465, 1.82267], [-0.63657, 1.94194, 0.47495], [0.39902, 1.71750, -2.20965], [0.51879, -2.80294, 1.88769], [-0.20014, 1.00728, -2.61902], [-0.43811, 0.98363, 0.94707], [1.61601, 0.88723, 1.56948], [-0.93669, 0.24526, -1.42148], [0.02670, 0.09711, -0.26488]],
  "spin_multiplicity": 1,
  "e_homo_ev": -8.5,
  "de_lowest_kcal_mol": 56.6,
  "e_tot_ev": -7953.3126,
  "gap_ev": 9.701,
  "smiles": "CCN(CC)CC"
}

No. 3
{
  "formula": "C33H27MgN7O2Se",
  "method": "the ωB97M-V functional and the def2-TZVPD basis",
  "elements": ["H", "C", "H", "C", "H", "H", "N", "H", "C", "C", "C", "H", "H", "C", "H", "H", "H", "C", "C", "C", "C", "H", "Se", "N", "C", "C", "H", "C", "C", "O", "C", "O", "C", "N", "C", "H", "H", "H", "C", "C", "H", "H", "C", "C", "C", "C", "Mg", "N", "H", "C", "H", "N", "C", "H", "C", "C", "N", "H", "C", "H", "C", "C", "C", "H", "H", "H", "C", "N", "H", "C", "H"],
  "xyz": [[-0.11500, -4.26880, 1.48304], [-2.09930, -2.97851, -1.32832], [-4.69100, 1.46157, -2.95407], [-1.77836, -4.52240, 2.76864], [-5.58525, 2.62906, -2.00102], [1.74360, 4.66660, 0.33375], [6.30912, -0.73991, 1.97915], [-1.57364, -5.57945, 2.86117], [2.24013, 3.68167, 0.31736], [-2.31893, 2.98385, -1.26785], [-2.79896, -3.85317, 3.40921], [-4.15351, 3.22016, -2.98221], [-3.40850, 1.13427, -0.98562], [-2.43984, 4.38110, -1.41406], [3.26617, 3.77737, -0.09755], [2.72386, -2.28667, -3.84622], [-3.72103, -1.88320, 3.67150], [1.63649, -1.83349, -2.13157], [-2.06196, -1.80360, 2.34083], [-2.02958, -0.89097, -2.02517], [-0.05326, 4.68845, -1.10929], [-3.57680, -3.74607, -2.91362], [7.67750, -1.19922, 0.82276], [-1.01627, -2.46835, 1.80689], [2.79755, -1.94874, -2.83032], [-3.62579, 2.20644, -1.16744], [-3.46267, 4.77646, -1.63400], [-1.59353, 0.45291, -2.10935], [-2.95427, -2.47400, 3.20412], [-3.20125, 0.24980, 2.60703], [-0.91773, -3.78021, 2.00847], [-1.29473, 0.32717, 1.38266], [-1.36955, 5.21548, -1.18580], [1.59860, -1.48529, -0.83043], [-1.01656, 2.42863, -1.21830], [0.65239, -1.93597, -2.60290], [0.79079, 5.38202, -1.07761], [4.96884, -1.85770, -2.82429], [-2.92364, -2.94872, -2.48590], [0.12525, 3.28541, -1.01928], [-3.37782, -1.22145, -3.79809], [0.40858, -0.41792, 3.50482], [-2.89117, -1.61804, -2.91342], [1.38717, -0.52476, 3.07213], [2.77578, -1.23800, -0.20706], [2.51141, -0.34446, 3.92680], [-0.08536, -0.86595, 0.36302], [6.42295, -1.42043, -0.54733], [-4.10015, 2.57919, -0.24001], [3.90214, -0.67672, 1.99165], [1.15120, 1.80979, 0.04213], [-0.75553, 1.03152, -1.27586], [5.13920, -0.83882, 1.37210], [-2.03872, 1.06828, -2.93357], [1.40802, 2.69753, -0.50361], [4.04067, -1.73756, -2.25119], [-1.59250, -1.75828, -1.01057], [-1.87793, -3.83754, -0.70792], [3.77762, -0.38409, 3.37633], [-1.52897, 6.25219, -0.96959], [-2.19391, -0.28337, 2.10883], [2.73682, -0.83927, 1.19467], [4.01357, -1.38800, -0.87780], [1.98824, 2.32574, -1.36619], [-3.49322, -4.34092, 4.05153], [2.40066, -0.15437, 4.98209], [-4.55072, 2.38946, -2.35041], [1.47504, -0.70345, 1.74325], [4.67580, -0.17450, 3.97267], [5.19986, -1.26202, -0.07770], [2.32187, 3.41223, 1.37393]],
  "spin_multiplicity": 1,
  "e_homo_ev": -6.7,
  "de_lowest_kcal_mol": 9.5,
  "e_tot_ev": -119978.9740,
  "gap_ev": 5.064
}

No. 4
{
  "formula": "C5H9N2",
  "method": "the ωB97M-V functional and the def2-TZVPD basis",
  "elements": ["C", "C", "C", "H", "H", "C", "H", "N", "N", "H", "H", "H", "H", "H", "C", "H"],
  "xyz": [[0.67280, 0.42318, -1.23863], [-2.38557, -0.60008, -0.09137], [-1.16085, 1.27386, 0.25109], [-0.86138, -1.94496, -0.56539], [0.42821, 0.36302, -2.30092], [-0.07388, 0.23931, 0.05630], [1.34862, -0.45353, -1.04330], [-1.17312, -1.02279, -0.20936], [-2.34805, 0.76184, 0.18315], [1.19042, 1.28038, -1.16182], [-3.35853, -1.08096, 0.00785], [-0.97568, 2.42216, 0.32913], [0.24306, -0.09694, 2.21102], [1.03607, -1.27676, 1.27088], [0.77908, -0.15888, 1.23199], [1.63857, 0.45371, 1.25793]],
  "charge": 1,
  "spin_multiplicity": 1,
  "e_homo_ev": -15.1,
  "de_lowest_kcal_mol": 81.4,
  "e_tot_ev": -8302.2009,
  "gap_ev": 9.644,
  "smiles": "CC1(C)C=NC=[NH+]1"
}

No. 5
{
  "formula": "C9H8O3S",
  "method": "the ωB97M-V functional and the def2-TZVPD basis",
  "elements": ["C", "O", "H", "O", "H", "H", "C", "H", "H", "C", "H", "S", "H", "C", "C", "O", "C", "H", "C", "C", "C"],
  "xyz": [[0.73434, -0.84196, -0.32018], [-0.56228, 2.57597, 0.50287], [1.83625, 2.33856, 0.49906], [-2.60874, 0.20777, 1.83627], [-4.37000, -1.56819, 0.38492], [3.91634, 0.96902, 0.93579], [3.12130, -0.72794, 0.18405], [4.04205, -1.31178, 0.32215], [1.95769, -2.55223, -0.32605], [3.12205, 0.61701, 0.44912], [-3.56513, -1.25078, -1.21725], [-2.40999, -0.32206, 0.54558], [-1.26588, 0.08838, -1.51193], [-0.45897, 1.49609, -0.01651], [0.70458, 0.62030, 0.01955], [-0.22236, -1.61006, -0.62586], [2.00722, -1.42773, -0.22751], [-2.44033, 1.55852, -1.04679], [1.88613, 1.23031, 0.49399], [-3.75809, -0.95092, -0.18391], [-1.66618, 0.86170, -0.69736]],
  "spin_multiplicity": 1,
  "e_homo_ev": [-9.3, -7.5],
  "de_lowest_kcal_mol": 109.5,
  "e_tot_ev": -26434.6923,
  "gap_ev": [8.467, 4.569]
}